# 1
{"formula": "C49H123LiN6O7", "method": "wB97M-V/def2-TZVPD", "total_charge": 6, "symbols": ["Li", "C", "O", "H", "H", "H", "C", "C", "N", "C", "C", "C", "C", "C", "O", "C", "H", "H", "H", "H", "H", "H", "H", "H", "H", "H", "H", "H", "H", "H", "H", "H", "H", "H", "H", "H", "C", "C", "N", "C", "C", "C", "C", "C", "O", "C", "H", "H", "H", "H", "H", "H", "H", "H", "H", "H", "H", "H", "H", "H", "H", "H", "H", "H", "H", "H", "C", "C", "N", "C", "C", "C", "C", "C", "O", "C", "H", "H", "H", "H", "H", "H", "H", "H", "H", "H", "H", "H", "H", "H", "H", "H", "H", "H", "H", "H", "C", "C", "N", "C", "C", "C", "C", "C", "O", "C", "H", "H", "H", "H", "H", "H", "H", "H", "H", "H", "H", "H", "H", "H", "H", "H", "H", "H", "H", "H", "C", "C", "N", "C", "C", "C", "C", "C", "O", "C", "H", "H", "H", "H", "H", "H", "H", "H", "H", "H", "H", "H", "H", "H", "H", "H", "H", "H", "H", "H", "C", "C", "N", "C", "C", "C", "C", "C", "O", "C", "H", "H", "H", "H", "H", "H", "H", "H", "H", "H", "H", "H", "H", "H", "H", "H", "H", "H", "H", "H"], "positions_angstrom": [[-0.92, -1.59, -2.09], [0.10, -0.41, 0.01], [-0.32, -0.82, -1.26], [0.65, -1.25, 0.43], [0.71, 0.49, 0.03], [-0.69, -0.21, 0.74], [-7.80, 1.23, -2.04], [-7.47, 0.16, -0.97], [-5.90, -0.09, -0.85], [-5.78, -1.13, 0.32], [-5.29, -0.61, -2.22], [-6.12, -1.69, -2.98], [-5.16, 1.21, -0.46], [-3.73, 1.21, 0.02], [-2.99, 0.84, -1.15], [-1.62, 0.70, -0.95], [-7.48, 2.26, -1.94], [-8.87, 1.42, -2.06], [-7.63, 0.76, -3.01], [-7.90, -0.81, -1.21], [-7.77, 0.56, 0.00], [-6.47, -1.96, 0.14], [-6.02, -0.52, 1.19], [-4.74, -1.48, 0.34], [-4.39, -1.12, -1.89], [-5.04, 0.30, -2.76], [-7.02, -1.42, -3.52], [-6.40, -2.46, -2.26], [-5.47, -2.06, -3.78], [-5.70, 1.83, 0.25], [-5.17, 1.94, -1.27], [-3.42, 0.54, 0.83], [-3.41, 2.19, 0.36], [-1.18, 0.38, -1.89], [-1.49, -0.13, -0.25], [-1.21, 1.68, -0.68], [4.70, 2.99, 2.87], [4.44, 2.63, 1.35], [4.11, 1.12, 1.16], [5.27, 0.29, 1.81], [2.74, 0.66, 1.79], [1.49, 1.17, 1.19], [4.00, 0.68, -0.37], [5.38, 0.49, -1.05], [4.86, 0.12, -2.39], [5.93, 0.15, -3.29], [4.77, 4.07, 3.01], [5.57, 2.48, 3.27], [3.81, 2.74, 3.45], [5.32, 2.78, 0.73], [3.72, 3.30, 0.91], [6.18, 0.54, 1.26], [5.01, -0.72, 1.50], [5.27, 0.36, 2.90], [2.75, 0.95, 2.84], [2.90, -0.41, 1.74], [0.63, 0.82, 1.77], [1.24, 0.82, 0.18], [1.50, 2.26, 1.22], [3.45, 1.50, -0.85], [3.38, -0.21, -0.46], [6.12, -0.26, -0.74], [5.92, 1.43, -1.03], [6.63, -0.67, -3.14], [6.60, 0.98, -3.06], [5.59, 0.23, -4.32], [2.77, 1.11, -2.10], [1.47, 0.93, -2.96], [0.50, 2.12, -2.94], [1.11, 3.27, -3.65], [-0.87, 1.65, -3.56], [-0.67, 1.23, -5.11], [0.19, 2.41, -1.46], [-0.78, 3.55, -1.14], [-2.08, 3.03, -1.10], [-3.11, 3.98, -0.63], [3.34, 0.18, -2.12], [2.38, 1.35, -1.11], [3.46, 1.86, -2.47], [0.81, 0.19, -2.51], [1.60, 0.73, -4.03], [1.87, 3.67, -2.98], [0.26, 3.91, -3.88], [1.69, 2.99, -4.53], [-1.70, 2.36, -3.62], [-1.13, 0.75, -3.00], [-1.48, 0.59, -5.46], [0.11, 0.47, -5.21], [-0.49, 2.10, -5.74], [1.08, 2.87, -1.01], [-0.02, 1.50, -0.89], [-0.57, 4.34, -1.87], [-0.50, 4.03, -0.20], [-3.23, 4.80, -1.33], [-2.71, 4.37, 0.31], [-4.08, 3.47, -0.55], [-3.41, -3.03, 4.05], [-2.91, -2.80, 2.55], [-1.37, -2.74, 2.41], [-1.07, -2.22, 0.99], [-0.82, -1.84, 3.52], [0.58, -1.33, 3.33], [-0.73, -4.19, 2.45], [-1.26, -5.33, 1.67], [-2.38, -5.90, 2.38], [-2.89, -7.12, 1.80], [-3.26, -2.19, 4.74], [-2.98, -3.92, 4.52], [-4.49, -3.15, 3.97], [-3.17, -1.76, 2.32], [-3.22, -3.46, 1.74], [-0.03, -1.90, 0.89], [-1.62, -1.30, 0.78], [-1.26, -3.04, 0.30], [-0.94, -2.43, 4.42], [-1.43, -0.94, 3.58], [1.23, -2.19, 3.19], [0.86, -0.75, 4.21], [0.70, -0.67, 2.47], [-0.74, -4.37, 3.52], [0.33, -4.01, 2.26], [-0.53, -6.13, 1.60], [-1.36, -5.03, 0.63], [-2.23, -7.97, 1.63], [-3.05, -6.96, 0.74], [-3.71, -7.47, 2.43], [2.32, -0.30, -4.59], [3.30, -1.00, -3.70], [2.72, -2.29, -2.94], [2.00, -3.23, -3.93], [4.00, -3.00, -2.38], [4.78, -2.29, -1.17], [1.66, -1.84, -1.86], [0.72, -2.85, -1.25], [1.43, -4.05, -1.24], [0.73, -5.09, -0.64], [2.35, -0.70, -5.60], [2.53, 0.77, -4.63], [1.25, -0.19, -4.41], [3.78, -0.34, -2.98], [4.11, -1.38, -4.32], [0.97, -2.92, -4.07], [1.99, -4.26, -3.56], [2.44, -3.26, -4.93], [4.56, -3.29, -3.27], [3.53, -3.95, -2.12], [4.41, -2.50, -0.17], [4.81, -1.21, -1.26], [5.85, -2.51, -1.17], [1.06, -1.17, -2.47], [2.37, -1.28, -1.25], [-0.30, -2.94, -1.64], [0.68, -2.56, -0.20], [0.19, -5.59, -1.44], [-0.03, -4.71, 0.04], [1.37, -5.63, 0.06], [-1.82, 1.90, 1.10], [-0.76, 2.81, 1.86], [-0.33, 2.38, 3.30], [-1.40, 3.15, 4.14], [-0.42, 0.81, 3.48], [-0.08, 0.30, 4.86], [1.03, 2.91, 3.69], [1.23, 4.43, 3.63], [2.48, 5.05, 4.03], [3.53, 4.47, 3.25], [-2.76, 1.83, 1.65], [-1.47, 0.89, 0.88], [-2.10, 2.41, 0.18], [-0.89, 3.89, 1.81], [0.05, 2.73, 1.13], [-2.35, 2.66, 3.89], [-1.50, 4.23, 4.11], [-1.04, 2.81, 5.11], [0.24, 0.43, 2.70], [-1.42, 0.47, 3.21], [0.98, 0.41, 5.11], [-0.44, -0.72, 5.03], [-0.63, 0.93, 5.56], [1.72, 2.44, 2.98], [1.31, 2.45, 4.64], [0.49, 4.93, 4.24], [1.11, 4.79, 2.61], [3.30, 4.02, 2.28], [3.85, 3.58, 3.80], [4.24, 5.28, 3.11]], "lowdin_charge": [0.558, -0.300, -0.486, 0.080, -0.035, 0.059, -0.041, -0.101, -0.198, 0.053, -0.124, -0.034, -0.076, -0.234, -0.091, -0.274, 0.090, 0.107, 0.078, 0.129, 0.132, 0.112, 0.112, 0.072, 0.095, 0.124, 0.090, 0.085, 0.091, 0.153, 0.128, 0.120, 0.054, 0.061, 0.055, 0.045, -0.114, -0.049, -0.168, 0.078, -0.089, -0.116, -0.115, -0.094, -0.403, -0.005, 0.060, 0.139, 0.079, 0.139, 0.123, 0.118, 0.098, 0.121, 0.128, 0.135, 0.043, -0.008, 0.103, 0.046, 0.104, 0.137, 0.150, 0.129, 0.121, 0.128, -0.075, -0.169, -0.183, 0.054, -0.045, 0.024, -0.102, -0.127, -0.284, 0.066, 0.030, 0.067, 0.167, 0.091, -0.053, 0.120, 0.127, 0.129, 0.152, 0.074, 0.101, 0.053, 0.104, 0.136, 0.078, 0.154, 0.129, 0.133, 0.121, 0.097, -0.005, -0.096, -0.175, -0.009, -0.157, -0.094, -0.037, -0.227, -0.166, -0.038, 0.082, 0.093, 0.099, 0.098, 0.132, 0.022, 0.097, 0.110, 0.154, 0.093, 0.128, 0.051, 0.041, 0.149, 0.134, 0.153, 0.091, 0.099, 0.088, 0.115, -0.088, -0.083, -0.153, 0.054, -0.038, -0.003, -0.038, -0.226, -0.163, -0.042, 0.139, 0.129, 0.058, -0.026, 0.147, 0.107, 0.114, 0.128, 0.143, 0.110, 0.089, -0.001, 0.115, 0.089, 0.123, 0.123, 0.089, 0.136, 0.013, 0.134, -0.111, -0.085, -0.162, 0.076, -0.156, -0.076, -0.082, -0.143, -0.060, -0.234, 0.103, 0.057, -0.012, 0.128, 0.060, 0.114, 0.125, 0.106, 0.020, 0.127, 0.127, 0.095, 0.123, 0.071, 0.151, 0.135, 0.130, 0.088, 0.024, 0.177]}

=====

# 2
{"formula": "C24H18CeN6O6", "method": "wB97M-V/def2-TZVPD", "total_charge": 2, "symbols": ["Ce", "O", "C", "O", "C", "C", "C", "C", "C", "N", "C", "O", "O", "H", "H", "H", "H", "C", "C", "C", "C", "C", "C", "N", "N", "C", "C", "C", "C", "C", "N", "H", "H", "H", "H", "H", "H", "H", "H", "H", "O", "N", "N", "O", "C", "C", "C", "C", "C", "C", "H", "H", "H", "H", "H"], "positions_angstrom": [[0.42, 0.06, -0.42], [-1.48, -2.99, 2.59], [-1.14, -2.02, 1.79], [-0.16, -2.04, 1.05], [-2.02, -0.82, 1.84], [-3.06, -0.63, 2.72], [-3.76, 0.58, 2.66], [-3.40, 1.53, 1.72], [-2.35, 1.24, 0.86], [-1.67, 0.10, 0.93], [-1.83, 2.25, -0.14], [-2.24, 3.37, -0.13], [-0.84, 1.76, -0.90], [-0.86, -3.74, 2.50], [-3.31, -1.40, 3.44], [-4.58, 0.77, 3.34], [-3.90, 2.49, 1.64], [4.09, -4.46, -0.19], [4.69, -3.72, 0.82], [4.18, -2.48, 1.17], [3.06, -1.99, 0.49], [2.47, -2.73, -0.53], [2.98, -3.97, -0.86], [2.45, -0.75, 0.83], [2.92, -0.17, 1.82], [2.32, 1.05, 2.20], [2.97, 1.75, 3.20], [2.43, 2.96, 3.62], [1.27, 3.42, 3.02], [0.68, 2.65, 2.03], [1.19, 1.48, 1.62], [4.49, -5.43, -0.46], [5.56, -4.10, 1.33], [4.64, -1.89, 1.95], [1.60, -2.37, -1.05], [2.52, -4.55, -1.65], [3.87, 1.34, 3.62], [2.92, 3.54, 4.39], [0.82, 4.36, 3.31], [-0.22, 3.00, 1.55], [1.86, 0.23, -2.01], [1.37, -0.02, -3.20], [0.32, -0.71, -3.21], [-0.26, -1.14, -2.07], [-0.27, -1.11, -4.47], [-1.51, -1.73, -4.43], [-2.08, -2.12, -5.63], [-1.42, -1.88, -6.83], [-0.18, -1.25, -6.84], [0.41, -0.86, -5.66], [-2.01, -1.90, -3.50], [-3.05, -2.60, -5.63], [-1.88, -2.19, -7.76], [0.33, -1.07, -7.78], [1.37, -0.37, -5.66]], "lowdin_charge": [1.513, 0.221, -0.403, 0.043, -0.143, 0.070, 0.037, 0.072, -0.144, 0.072, -0.525, 0.182, -0.152, 0.176, 0.142, 0.137, 0.146, -0.031, -0.035, 0.008, -0.227, -0.029, -0.037, -0.026, 0.142, -0.278, 0.045, 0.010, 0.006, -0.058, 0.042, 0.123, 0.122, 0.118, 0.076, 0.122, 0.135, 0.134, 0.131, 0.116, -0.205, 0.112, -0.118, -0.187, -0.152, 0.002, -0.041, -0.034, -0.038, 0.003, 0.118, 0.120, 0.122, 0.123, 0.122]}

=====

# 3
{"formula": "C4H9NO", "method": "wB97M-V/def2-TZVPD", "total_charge": 0, "relative_energy_kj_mol": 454.6, "symbols": ["C", "C", "C", "C", "N", "O", "H", "H", "H", "H", "H", "H", "H", "H", "H"], "positions_angstrom": [[-0.23, -1.54, -0.24], [-0.13, -0.10, -0.08], [-1.19, 0.47, 0.81], [0.53, 0.91, -1.01], [1.26, 0.46, 0.23], [2.27, -0.35, 0.23], [-0.16, -1.99, -1.25], [-1.12, -1.90, 0.23], [0.70, -1.93, 0.17], [-0.87, 1.47, 0.91], [-1.23, 0.07, 1.74], [-2.21, 0.54, 0.41], [0.16, 1.95, -1.00], [0.91, 0.69, -2.05], [1.31, 1.25, 0.91]], "nbo_charge": [-0.662, 0.086, -0.600, -0.282, -0.029, -0.662, 0.230, 0.218, 0.277, 0.192, 0.214, 0.222, 0.204, 0.235, 0.356]}

=====

Number 1: lowest unoccupied orbital energy -13.646 eV, gap between HOMO and LUMO 7.10 eV. Number 2: lowest unoccupied orbital energy -7.968 eV, gap between HOMO and LUMO 6.62 eV. Number 3: lowest unoccupied orbital energy 0.786 eV, gap between HOMO and LUMO 9.02 eV.